DFT (ωB97M-V/def2-TZVPD) results for a molecular structure, C20H24NO13P2V at a distorted geometry.

Last column: Mulliken spin population.
Positions of all 61 atoms, in Å:
V1 -0.20441 -2.36240 -0.59602  1.952
O1 -3.67002 5.35696 0.01686  0.000
C1 -3.63806 4.52288 0.94833  0.000
O2 -3.67987 4.69918 2.17859  0.000
C2 -3.39010 3.06257 0.48633  0.000
C3 -3.67786 2.67638 -0.81927  0.000
C4 -3.37861 1.38421 -1.21769  0.001
N1 -2.80313 0.47536 -0.42748  -0.001
C5 -2.50608 0.84291 0.82109  -0.001
C6 -2.79957 2.11758 1.31264  0.000
C7 -1.76932 -0.17776 1.71197  0.004
O3 -0.87445 0.30732 2.43743  0.002
O4 -2.12026 -1.37414 1.60400  0.008
H1 -4.10438 3.39916 -1.50263  0.000
H2 -3.59672 1.05680 -2.23260  0.000
H3 -2.52979 2.37590 2.32708  0.000
O5 -2.45676 -4.13234 0.13884  0.008
P1 -1.39417 -5.12696 -0.56833  0.011
O6 -1.60590 -6.53196 -0.19892  0.000
O7 -0.05831 -4.42778 -0.36814  0.002
O8 -1.77586 -4.85898 -2.12628  -0.003
P2 -1.53258 -3.46183 -2.90916  0.001
O9 -2.32955 -2.40239 -1.96087  -0.003
O10 -1.99379 -3.59880 -4.29169  -0.001
O11 -0.13972 -2.93814 -2.56786  -0.019
H4 -2.87158 -4.47213 0.93501  0.001
H5 -3.23805 -2.60956 -1.71552  0.003
C8 4.83496 3.89780 -0.18108  0.000
C9 3.61807 3.07281 -0.49710  0.001
C10 2.35314 3.63785 -0.49746  0.000
C11 1.21905 2.88508 -0.77508  0.004
C12 -0.12971 3.54283 -0.73091  0.000
C13 1.37329 1.50942 -1.03700  0.004
C14 0.17301 0.71676 -1.26024  -0.014
O12 0.16304 -0.50784 -1.25203  0.005
C15 2.65275 0.91175 -1.03911  -0.017
C16 2.88367 -0.55184 -1.29158  0.012
C17 3.74975 1.71701 -0.78175  -0.001
H6 4.57489 4.94555 -0.03648  0.000
H7 5.57060 3.83318 -0.98528  0.000
H8 5.31550 3.53850 0.73114  0.000
H9 2.23523 4.69027 -0.26606  0.000
H10 -0.04157 4.60240 -0.49863  0.000
H11 -0.75574 3.09170 0.03873  0.001
H12 -0.67111 3.45800 -1.67422  0.000
H13 -0.76329 1.23895 -1.48164  0.014
H14 2.31672 -0.92741 -2.14245  -0.004
H15 2.57970 -1.13952 -0.42270  0.014
H16 3.94497 -0.72896 -1.47013  0.003
H17 4.73929 1.27127 -0.79009  0.000
C18 2.37848 -2.82686 2.24162  -0.008
C19 0.91031 -2.43014 2.28678  0.004
C20 0.02131 -3.52306 2.85738  0.002
O13 0.48455 -2.09704 0.98878  0.012
H18 2.73985 -3.07364 3.24281  0.000
H19 2.98407 -2.00571 1.85306  0.001
H20 2.50704 -3.70200 1.59991  -0.001
H21 0.76361 -1.51146 2.86528  0.003
H22 0.10068 -4.43019 2.25506  0.000
H23 -1.00506 -3.15707 2.84923  0.000
H24 0.31786 -3.75040 3.88554  0.000

Results
* maximum force: 1.090 eV/A
* expectation value of S²: 2.015
* multiplicity: 3
* orbital gap (spin up / spin down): 6.50 / 6.49 eV
* energy relative to the best compared isomer or geometry (same formula, charge and spin): 80.0 kcal per mole
* net charge: -2
* E_tot: -93514.6334 eV
* LUMO level (spin up / spin down): 3.538 / 3.536 eV

DFT (ωB97M-V/def2-TZVPD) results for a gas-phase ion, C4H12O2P (charge +1).

Last column: natural (NBO) charge in e.
Positions of all 19 atoms, in Å:
C1 2.49826 0.02986 -0.33368  -0.660
C2 1.88084 0.75393 0.84056  -0.074
O1 0.42392 0.56220 0.95126  -0.768
P1 -0.50484 1.15930 -0.14572  1.389
C3 -2.17029 0.37381 0.06662  -0.336
O2 -2.02773 -0.83903 0.70759  -0.495
C4 -1.69746 -1.92703 -0.15658  -0.263
H1 2.08819 -0.97265 -0.42837  0.231
H2 2.40203 0.55784 -1.27904  0.215
H3 3.56174 -0.05799 -0.12908  0.260
H4 2.11479 1.81653 0.84953  0.200
H5 2.27364 0.34118 1.76284  0.229
H6 -0.63903 2.53653 0.04603  0.004
H7 0.02851 0.95404 -1.41604  0.000
H8 -2.66176 0.30804 -0.90692  0.229
H9 -2.74803 1.05467 0.68859  0.252
H10 -1.12067 -2.65195 0.40588  0.220
H11 -1.09291 -1.60336 -1.00633  0.158
H12 -2.60920 -2.39591 -0.51714  0.207

Results
* maximum force: 0.737 eV/A
* orbital gap: 10.90 eV
* energy relative to the best compared isomer or geometry (same formula, charge and spin): 26.0 kcal per mole
* net charge: +1
* E_tot: -17718.4599 eV
* LUMO level: -3.664 eV

DFT (ωB97M-V/def2-TZVPD) results for a molecular structure, C68H145N7O15 at a distorted geometry.

Last column: Mulliken spin population.
Positions of all 235 atoms, in Å:
C1 3.89659 5.28168 0.86067  0.000
C2 3.51688 5.56003 2.32074  0.000
C3 2.70809 4.35455 2.90460  0.000
N1 2.24256 4.46031 4.38614  0.000
C4 1.88995 3.07654 4.87145  0.000
C5 0.47076 2.69462 4.45410  0.000
C6 -0.60834 3.77383 4.47960  0.000
C7 -0.13721 5.16254 3.88476  0.000
C8 1.17235 5.58373 4.58350  0.000
C9 3.48579 4.91701 5.22178  0.000
H1 4.79282 4.66314 0.81296  0.000
H2 4.27002 6.21173 0.43212  0.000
H3 3.06726 4.80808 0.33529  0.000
H4 2.86092 6.41735 2.47175  0.000
H5 4.42296 5.84525 2.85531  0.000
H6 3.39506 3.50918 2.86572  0.000
H7 1.75517 4.08414 2.44970  0.000
H8 2.52863 2.26560 4.52137  0.000
H9 1.89704 2.98142 5.95726  0.000
H10 0.51428 2.12110 3.52821  0.000
H11 0.19722 1.93212 5.18340  0.000
H12 -1.45179 3.27405 4.00324  0.000
H13 -1.00260 3.91669 5.48570  0.000
H14 -0.10099 5.15993 2.79537  0.000
H15 -0.89888 5.84354 4.26449  0.000
H16 1.54768 6.50536 4.13871  0.000
H17 0.94638 5.62127 5.64916  0.000
H18 4.24663 4.20805 4.89529  0.000
H19 3.14438 4.85477 6.25506  0.000
H20 3.70101 5.94979 4.94765  0.000
C10 8.82857 2.43367 4.89168  0.000
C11 8.93491 1.15395 3.95417  0.000
C12 7.82415 1.17758 2.97220  0.000
N2 7.80649 -0.07913 2.06068  0.000
C13 7.62500 -1.27210 2.99611  0.000
C14 7.05722 -2.45504 2.30313  0.000
C15 5.78714 -2.06499 1.48697  0.001
C16 6.18886 -1.11390 0.35459  0.000
C17 6.60797 0.16055 1.09862  0.000
C18 9.03941 -0.28393 1.17565  0.000
H21 9.70830 3.05583 4.72709  0.000
H22 8.61300 2.43046 5.96015  0.000
H23 8.07475 3.05444 4.40744  0.000
H24 8.94114 0.30674 4.63996  0.000
H25 9.95888 1.27644 3.60120  0.000
H26 7.91593 1.92205 2.18135  0.000
H27 6.84503 1.16186 3.45092  0.000
H28 6.91396 -0.93166 3.74886  0.000
H29 8.51097 -1.59536 3.54261  0.000
H30 6.70166 -3.07154 3.12873  0.000
H31 7.82549 -3.04947 1.80864  0.000
H32 5.07942 -1.72791 2.24433  0.000
H33 5.46986 -3.03663 1.10835  0.000
H34 5.50775 -0.97327 -0.48470  0.000
H35 7.03775 -1.50849 -0.20378  0.000
H36 5.81979 0.66360 1.65881  0.000
H37 6.97747 0.87997 0.36787  0.000
H38 9.03944 -1.24605 0.66337  0.000
H39 9.89940 -0.17247 1.83602  0.000
H40 9.00267 0.60541 0.54651  0.000
C19 -2.21697 -1.29300 -11.83332  0.000
C20 -3.10985 -1.77567 -10.65132  0.000
C21 -2.29902 -2.32737 -9.45143  0.000
N3 -3.15436 -2.58610 -8.17523  0.000
C22 -3.88140 -3.99206 -8.28392  0.000
C23 -2.92086 -5.13115 -7.90453  0.000
C24 -1.95998 -4.96061 -6.71942  0.000
C25 -1.28610 -3.52662 -6.69564  0.000
C26 -2.29755 -2.42724 -6.87178  0.000
C27 -4.41553 -1.62035 -8.06523  0.000
H41 -1.57922 -0.42485 -11.66690  0.000
H42 -2.87272 -1.08111 -12.67783  0.000
H43 -1.46358 -2.05784 -12.02180  0.000
H44 -3.84194 -2.50725 -10.99329  0.000
H45 -3.71689 -0.91926 -10.35780  0.000
H46 -1.58837 -1.58922 -9.07967  0.000
H47 -1.67705 -3.20143 -9.64450  0.000
H48 -4.38705 -4.11415 -9.24179  0.000
H49 -4.74755 -3.97624 -7.62240  0.000
H50 -2.34203 -5.45476 -8.76960  0.000
H51 -3.54408 -6.01997 -7.80615  0.000
H52 -1.24221 -5.76604 -6.56385  0.000
H53 -2.46413 -5.00895 -5.75423  0.000
H54 -0.54278 -3.48490 -7.49178  0.000
H55 -0.70124 -3.55293 -5.77622  0.000
H56 -1.77381 -1.47132 -6.86917  0.000
H57 -3.10249 -2.44438 -6.13701  0.000
H58 -5.01627 -1.92743 -8.92133  0.000
H59 -4.07562 -0.62185 -8.34014  0.000
H60 -4.83425 -1.44129 -7.07492  0.000
C28 2.07762 -0.90780 2.18704  -0.001
C29 0.89559 -0.38011 1.41368  0.001
C30 1.05698 -0.73017 -0.10523  0.000
N4 -0.25805 -0.66918 -0.97855  0.001
C31 0.09338 -0.60398 -2.51175  0.001
C32 -1.16185 -0.50037 -3.38325  0.000
C33 -2.00048 0.75983 -2.93974  0.000
C34 -2.43517 0.70395 -1.54843  0.000
C35 -1.15032 0.54907 -0.66892  0.001
C36 -1.05785 -1.93378 -0.70349  0.008
H61 2.08562 -1.98672 2.34186  0.000
H62 2.10700 -0.34991 3.12298  0.000
H63 3.05423 -0.71288 1.74394  0.000
H64 0.70617 0.68194 1.56943  0.000
H65 -0.05839 -0.84535 1.66180  0.000
H66 1.50489 -1.70954 -0.27346  0.002
H67 1.66074 0.04295 -0.58049  0.000
H68 0.59550 0.35850 -2.60972  0.000
H69 0.78907 -1.40526 -2.76088  -0.001
H70 -1.01148 -0.50271 -4.46282  0.000
H71 -1.75874 -1.39761 -3.21960  0.000
H72 -1.42874 1.65764 -3.17458  0.000
H73 -2.79900 0.77773 -3.68146  0.000
H74 -3.03167 1.55514 -1.22015  0.000
H75 -3.09940 -0.14295 -1.37622  0.000
H76 -0.50538 1.41585 -0.81329  0.000
H77 -1.39124 0.44078 0.38859  0.000
H78 -1.49661 -1.92894 0.29429  -0.002
H79 -0.51686 -2.88006 -0.70290  -0.007
H80 -1.93092 -1.89027 -1.35460  0.001
C37 1.09472 -2.82076 9.70676  0.000
C38 2.04720 -2.87226 8.49998  0.000
C39 2.98365 -4.13690 8.28049  0.000
N5 3.92096 -3.97666 7.06274  0.000
C40 3.15807 -3.45492 5.73526  0.000
C41 3.97834 -3.69715 4.45003  0.001
C42 4.45381 -5.12286 4.36616  0.000
C43 5.28957 -5.55953 5.54397  0.000
C44 4.45259 -5.43641 6.81494  0.000
C45 5.05051 -3.00846 7.35674  0.000
H81 0.27391 -2.24656 9.27702  0.000
H82 1.32489 -2.27221 10.62011  0.000
H83 0.82412 -3.76914 10.17091  0.000
H84 2.75388 -2.04958 8.60907  0.000
H85 1.45824 -2.67830 7.60354  0.000
H86 2.41429 -5.06557 8.24164  0.000
H87 3.63106 -4.25735 9.14908  0.000
H88 2.16866 -3.90375 5.82308  0.000
H89 2.99736 -2.39651 5.94028  0.000
H90 3.39952 -3.52269 3.54304  0.000
H91 4.64384 -2.83785 4.36749  0.000
H92 3.52603 -5.68630 4.26677  0.000
H93 5.01655 -5.33322 3.45667  0.000
H94 5.63947 -6.57655 5.36695  0.000
H95 6.16164 -4.92605 5.70614  0.000
H96 3.62280 -6.14017 6.74942  0.000
H97 5.07013 -5.45346 7.71297  0.000
H98 4.61665 -2.10584 7.78701  0.000
H99 5.59499 -2.81205 6.43312  0.000
H100 5.75879 -3.46145 8.05046  0.000
C46 -5.94487 2.20441 -8.52188  0.000
C47 -5.69087 2.86263 -7.11025  0.000
C48 -4.51989 3.90573 -7.19700  0.000
N6 -4.23999 4.55830 -5.87105  0.000
C49 -2.85872 5.24264 -5.81436  0.000
C50 -2.63668 6.40116 -6.74230  0.000
C51 -3.66287 7.49737 -6.35722  0.000
C52 -5.14592 6.83917 -6.60838  0.000
C53 -5.28915 5.67076 -5.63228  0.000
C54 -4.26294 3.74371 -4.54837  0.000
H101 -6.26647 2.94364 -9.25552  0.000
H102 -6.72150 1.44079 -8.56450  0.000
H103 -5.12061 1.66051 -8.98326  0.000
H104 -5.50295 2.01296 -6.45386  0.000
H105 -6.57750 3.36535 -6.72393  0.000
H106 -4.71278 4.73858 -7.87320  0.000
H107 -3.61074 3.38265 -7.49356  0.000
H108 -2.09805 4.49973 -6.05429  0.000
H109 -2.79484 5.55512 -4.77206  0.000
H110 -2.76423 6.34172 -7.82318  0.000
H111 -1.59981 6.70196 -6.59223  0.000
H112 -3.61376 8.23524 -7.15799  0.000
H113 -3.49869 8.04417 -5.42870  0.000
H114 -5.29134 6.59184 -7.65994  0.000
H115 -5.96430 7.52269 -6.38222  0.000
H116 -6.32983 5.34681 -5.62038  0.000
H117 -5.04859 6.06011 -4.64302  0.000
H118 -3.91925 4.26933 -3.65746  0.000
H119 -3.43412 3.05075 -4.69318  0.000
H120 -5.24422 3.27954 -4.44975  0.000
C55 -3.34729 -3.44431 4.07215  0.000
C56 -4.74675 -2.98757 3.61699  0.000
C57 -4.77133 -2.04534 2.38463  0.000
N7 -6.17641 -1.46210 2.04556  -0.001
C58 -6.76392 -0.63072 3.23329  0.000
C59 -8.01908 0.26283 2.79116  0.000
C60 -7.76892 1.09040 1.42657  0.000
C61 -7.18135 0.25821 0.35740  0.000
C62 -5.88338 -0.48860 0.79930  0.000
C63 -7.20209 -2.59091 1.76025  0.000
H121 -2.72922 -4.01227 3.37679  0.000
H122 -3.39336 -4.08289 4.95430  0.000
H123 -2.54244 -2.71519 4.16538  0.000
H124 -5.28647 -2.53684 4.44985  0.000
H125 -5.40051 -3.84419 3.45298  0.000
H126 -4.37611 -2.44094 1.44901  0.000
H127 -4.10522 -1.20130 2.56349  0.000
H128 -5.93309 -0.02544 3.59586  0.000
H129 -7.03118 -1.25909 4.08290  0.000
H130 -8.35540 0.95309 3.56481  0.000
H131 -8.82370 -0.46467 2.68422  0.000
H132 -7.14327 1.94507 1.68386  0.000
H133 -8.71562 1.55314 1.14776  0.000
H134 -6.83508 1.00709 -0.35490  0.000
H135 -7.95714 -0.33419 -0.12769  0.000
H136 -5.17005 0.24057 1.18345  0.000
H137 -5.43408 -1.13039 0.04145  0.001
H138 -6.76550 -3.30754 1.06460  0.000
H139 -8.17736 -2.17340 1.50998  0.000
H140 -7.42980 -3.08944 2.70244  0.000
O1 4.98729 1.69150 5.45059  0.000
C64 4.95581 0.41488 5.20182  0.000
O2 4.31270 0.01640 4.24251  0.000
O3 5.60093 -0.24113 6.08784  0.000
H141 5.66809 1.41512 6.06841  0.000
O4 4.30818 1.88119 0.03235  0.000
C65 4.06433 2.18057 -1.28478  0.000
O5 4.28307 3.33569 -1.73966  0.000
O6 3.44758 1.35071 -1.93309  0.000
H142 3.93099 1.12084 -0.41619  0.000
O7 -3.66162 2.48045 1.96563  0.000
C66 -3.25611 1.83670 3.06774  0.000
O8 -3.82041 1.98051 4.19175  0.000
O9 -2.37739 1.03400 2.85060  0.000
H143 -3.02706 2.09172 1.35915  0.000
O10 2.72326 -6.40787 -0.82142  0.055
C67 1.75872 -5.68617 -1.29209  -0.055
O11 1.95068 -4.51926 -1.00721  0.209
O12 0.86651 -6.21166 -1.96262  0.793
H144 2.98313 -5.50595 -0.61993  -0.004
O13 -4.29409 -3.03954 -1.80252  0.000
C68 -4.86533 -2.26280 -2.78817  0.000
O14 -4.61127 -2.64956 -3.93860  0.000
O15 -5.73288 -1.43556 -2.45505  0.000
H145 -4.18391 -3.80230 -2.37492  0.000

Results
* maximum force: 9.351 eV/A
* expectation value of S²: 0.756
* multiplicity: 2
* orbital gap (spin up / spin down): 6.43 / 2.50 eV
* net charge: +3
* E_tot: -113979.2122 eV
* LUMO level (spin up / spin down): -5.012 / -8.944 eV